Density functional theory data (ωB97M-V/def2-TZVPD) for an isolated ion of composition C2H4N3 and charge +1 at a distorted geometry.

Computed properties:
- Multiplicity: 3
- Total charge: +1
- LUMO energy (spin up / spin down): -5.1 / -8.6 eV
- Max |F|: 6.1 eV/Å
- E_tot: -242.3243 Eh
- Frontier orbital gap (spin up / spin down): 6.0 / 7.3 eV

Positions of all 9 atoms, in Å:
H -2.7912 -0.5053 0.5427
C 1.5280 -0.1890 0.0014
N 2.5751 0.3055 0.1793
H 0.2032 -1.5034 -0.3003
H 3.6255 0.5598 0.0387
H -2.5109 1.2053 -0.2774
C -2.1193 0.2460 0.1084
N 0.3365 -0.4784 -0.1253
N -0.8469 0.3597 -0.1675

Density functional theory data (ωB97M-V/def2-TZVPD) for a 2-piece molecular cluster, C2H4N3O overall at a distorted geometry.

Computed properties:
- Multiplicity: 3
- Total charge: +1
- LUMO energy (spin up / spin down): -7.1 / -7.9 eV
- Max |F|: 3.6 eV/Å
- E_tot: -317.5705 Eh
- Frontier orbital gap (spin up / spin down): 5.9 / 7.4 eV

Positions of all 10 atoms, in Å:
H -0.6257 2.4096 0.0804
H 1.0984 2.6414 0.3060
N 0.3195 1.9661 0.1494
N -1.3775 -1.0067 -0.1578
C 0.4967 0.7794 -0.2573
N 1.6592 -1.4419 -0.1094
H -1.3976 -0.7528 -1.1400
H -0.8167 -2.2526 1.0526
O -0.6687 -2.0204 0.0922
C 1.3124 -0.3221 -0.0160